No. 1
Computed, not measured: C29H51Cl2N4O4PdSi as an isolated structure, with wB97M-V/def2-TZVPD.

Geometry as XYZ:
```
92
Properties=species:S:1:pos:R:3:forces:R:3
C -0.48890 0.68419 -4.02384 0.1381 -0.3493 -0.1802
C -1.40359 1.41340 -3.09823 -1.0865 0.8756 0.2536
H -1.00774 0.37944 -4.93649 0.2043 -0.0247 0.0671
H -0.08638 -0.20814 -3.53363 -0.1356 0.2587 -0.0007
H 0.37063 1.30561 -4.31819 -0.1766 -0.0493 0.1446
C -2.59548 1.91823 -3.46044 0.4697 -0.2220 0.0767
C -3.22456 1.79010 -4.80868 -0.2511 0.1155 -0.3708
H -3.18263 2.50656 -2.75007 0.2163 -0.2584 -0.0817
H -2.62206 1.20850 -5.51725 -0.2400 0.1748 0.1839
H -3.38285 2.78976 -5.24086 -0.0281 -0.2065 -0.0386
H -4.21732 1.31933 -4.72845 0.1757 0.0783 -0.0999
Pd 0.21966 -0.51089 0.68308 -0.2331 1.5722 -0.6313
Cl 1.12949 -2.37551 -0.39802 0.5342 -0.7592 -0.3180
C -1.00557 1.81933 2.34509 -0.0509 -1.9654 -0.8519
O -1.12170 0.60886 2.01392 -0.1630 2.5736 1.0583
N -1.76377 2.36300 3.29669 -0.4144 0.5180 0.2734
C -2.77848 1.57127 3.97452 0.0756 0.1831 -0.0636
C -1.81615 3.80590 3.50544 0.0761 -0.0941 0.0321
H -0.25970 2.48883 1.88732 -0.1639 -0.2187 0.0220
H -2.59289 0.51173 3.78397 -0.0275 0.2331 0.0245
H -3.77470 1.85273 3.60193 0.1416 -0.1332 0.1104
H -2.72202 1.78303 5.04983 -0.0879 -0.0967 -0.1673
H -1.01711 4.29356 2.93725 -0.1507 -0.1535 0.0995
H -1.69795 4.04579 4.57125 0.0446 -0.1151 -0.1841
H -2.78016 4.21502 3.16600 0.2475 -0.1626 0.0325
H 2.41256 -2.64126 5.30604 -0.1119 -0.0781 -0.0669
H 4.67610 -2.86900 3.89657 -0.1059 -0.1380 -0.2494
C 1.97263 -3.15334 4.44019 0.1417 -0.1199 0.0461
C 4.05052 -3.24484 3.07141 -0.3710 0.2044 0.0080
N 2.67641 -2.77107 3.23182 0.5387 -0.3504 0.4061
H 0.91749 -2.88727 4.35100 0.2428 -0.0255 -0.0545
C 2.10232 -1.96351 2.35091 -2.4298 1.0149 -0.0250
O 0.91178 -1.54505 2.48830 2.5824 -1.2381 0.4444
H 4.44807 -2.88187 2.11509 -0.1026 -0.1143 0.2834
H 2.71136 -1.68690 1.48675 -0.0748 0.0654 0.1302
H 2.08033 -4.23340 4.57944 -0.0892 0.0657 0.0668
H 4.06224 -4.34525 3.07631 0.0638 0.2857 -0.0117
H -2.15318 -1.44997 -2.81192 0.0735 -0.1144 0.3771
H -4.43186 -0.12491 -1.99881 0.0187 -0.2070 0.1353
C -2.38945 -2.13677 -1.98497 0.0182 0.2072 -0.1197
C -4.47578 -0.98978 -1.31755 0.2465 0.1323 0.0276
N -3.13932 -1.43017 -0.95082 -0.4890 -0.2285 0.2107
H -1.46579 -2.55113 -1.56896 -0.1793 0.2477 -0.0545
C -2.70223 -1.30803 0.31265 1.8237 -1.0820 0.0822
O -1.60068 -1.75396 0.71504 -2.7290 0.2082 -0.4438
H -5.01483 -0.70074 -0.40649 0.0055 -0.0536 -0.2739
H -3.41710 -0.81083 0.99991 0.2435 -0.0640 -0.2230
H -3.03329 -2.93378 -2.38559 0.1470 0.0129 0.1420
H -5.00734 -1.80654 -1.82577 0.0373 0.1627 0.1853
O -0.68190 0.28650 -1.20001 -0.2893 -0.4648 0.5534
C -0.87838 1.54892 -1.67006 0.5863 -0.1522 0.2777
C -2.95557 2.07424 -0.27118 -0.2664 0.1141 0.0666
C -1.72738 2.47602 -0.78168 0.5777 -0.1838 -0.9142
H -3.23774 1.01630 -0.37670 0.1174 0.7792 0.0102
C -3.80105 3.02425 0.31249 0.2979 -0.4165 0.1048
H 0.07980 2.08841 -1.79987 0.1149 0.1622 0.1517
C -1.28643 3.79096 -0.62912 -0.4262 0.0123 0.0655
H -4.78757 2.71130 0.66172 0.2170 0.1903 0.0079
C -3.37518 4.34777 0.44691 -0.1275 0.0596 -0.0199
C -2.11903 4.73308 -0.02504 0.1672 -0.0890 0.1628
H -0.29730 4.05198 -1.01964 -0.3764 0.0171 0.1555
H -4.02650 5.07521 0.93557 0.1440 -0.1230 -0.1993
H -1.77432 5.76210 0.08331 -0.1549 -0.1842 0.0295
Si 2.74584 -3.48142 -2.34498 0.3248 -1.0298 -0.2821
Cl 1.76837 -1.94348 -3.40704 0.5667 -0.6369 -0.2829
C 1.63787 -4.92095 -1.77997 -0.3934 0.0095 -0.0201
C 4.20467 -2.91441 -1.26905 -0.0798 0.1897 0.1908
C 3.71667 -4.52676 -3.66353 -0.0835 0.5285 -0.0969
H 0.68824 -4.62212 -1.31692 0.4390 -0.1187 -0.1350
H 2.19228 -5.53906 -1.05814 -0.0467 0.1597 -0.0793
H 1.41536 -5.56122 -2.64636 0.1361 0.1426 0.1336
H 3.04132 -5.14537 -4.26852 0.0879 0.1793 0.0799
H 4.41034 -5.20677 -3.14586 -0.1731 0.1363 -0.0105
H 4.31089 -3.91022 -4.34684 -0.0013 -0.0555 0.0433
H 3.91309 -2.36608 -0.36579 -0.0134 -0.0611 -0.3289
H 4.88176 -2.27481 -1.85594 -0.2255 -0.1430 0.0689
H 4.79260 -3.79204 -0.95522 -0.2166 0.0852 -0.1690
C 2.49122 1.03462 -1.41996 0.0300 -0.3505 -0.7568
C 2.51546 1.47244 -0.01665 0.7928 1.7100 1.8519
C 3.30453 2.53655 0.50799 -0.6097 -1.0686 -0.7731
C 3.08439 2.56565 1.89091 -0.8403 -0.7810 0.4558
C 2.15402 1.53591 2.18624 1.2681 1.4309 -1.7268
C 1.69177 1.21405 3.54333 -0.2994 -0.2756 0.7830
N 1.80135 0.92024 1.00883 0.3417 -0.3384 -0.0565
H 3.51445 0.84797 -1.78028 -0.1779 -0.0102 0.0598
H 2.07558 1.82352 -2.06439 0.0065 -0.3183 -0.0154
H 1.92077 0.10819 -1.54700 -0.0215 0.3215 -0.0468
H 3.94646 3.16389 -0.09517 0.0825 0.0385 0.1009
H 3.51519 3.22317 2.63633 0.0628 0.0256 -0.0879
H 2.54301 0.89435 4.16206 -0.1713 0.0162 0.0696
H 1.26267 2.11001 4.01846 0.0053 -0.2350 0.1028
H 0.95936 0.40684 3.55408 0.0124 0.1601 0.0624
```
Forces are in eV/Å.

The value obtained for the LUMO energy (spin up / spin down) is 2.50 / 2.49 eV. The HOMO energy (spin up / spin down) is -3.30 / -3.30 eV. Its multiplicity is 3. Its charge is -1. For the orbital gap (spin up / spin down), the calculation gives 5.79 / 5.80 eV.

=====

No. 2
Computed, not measured: C29H51NO2RhSSi2 as an isolated structure, with wB97M-V/def2-TZVPD.

Geometry as XYZ:
```
87
Properties=species:S:1:pos:R:3:forces:R:3
O -1.25302 -1.80680 -1.69039 -0.1099 -0.6656 -0.1373
O -2.66558 -2.43572 0.30205 -0.0282 0.1837 0.0654
C -2.06780 -1.28207 -2.83617 0.1651 -0.3788 0.3188
C -1.18282 -0.95831 -4.00820 0.1123 0.1607 -0.2565
H -2.56230 -0.39902 -2.42522 0.1279 -0.1540 0.0027
H -2.80922 -2.05204 -3.08141 0.1085 0.2339 0.0843
H -0.41845 -0.20920 -3.77615 -0.1478 -0.1707 0.1256
H -1.82281 -0.53806 -4.78727 0.0147 -0.0124 0.0222
H -0.69814 -1.83800 -4.44418 -0.1265 0.1150 0.1244
C -0.45996 -3.08014 -1.96341 -0.3419 0.9043 0.2311
C -1.39142 -4.19821 -2.32362 -0.1337 -0.2718 -0.2248
H 0.08919 -3.24803 -1.03338 -0.1000 0.1636 -0.1170
H 0.23398 -2.77944 -2.75091 -0.0629 -0.2345 0.2248
H -2.20085 -4.30897 -1.58940 0.2317 0.0822 -0.1776
H -0.83666 -5.14391 -2.34475 -0.0654 0.2072 -0.0716
H -1.81819 -4.02566 -3.31680 0.0040 -0.2280 0.1540
C -2.09282 -2.94560 1.53304 -0.0054 0.2350 -0.1077
C -4.07472 -2.10920 0.35620 0.2480 0.0381 0.0007
C -1.94557 -4.44429 1.49005 0.0038 -0.3550 0.0171
H -2.74285 -2.64632 2.36461 0.1382 0.0581 -0.1601
H -1.12866 -2.43691 1.64926 -0.1090 -0.1090 0.0196
H -2.92470 -4.93346 1.42793 0.2746 0.0668 -0.0418
H -1.46105 -4.78764 2.40728 -0.0070 0.0172 -0.0630
H -1.32903 -4.77298 0.64413 -0.1214 0.0911 0.1661
C -4.93250 -3.34926 0.27499 -0.1721 -0.1743 -0.0001
H -4.24642 -1.42360 -0.48149 -0.0100 -0.1357 0.1458
H -4.25622 -1.56952 1.29413 -0.0013 0.0598 -0.2433
H -4.61041 -4.01957 -0.53213 -0.0282 0.1908 0.1561
H -5.96599 -3.06352 0.07823 -0.0268 -0.0088 0.0400
H -4.91626 -3.89895 1.22122 -0.0146 0.0268 -0.1881
H -1.86701 -1.99721 -0.84845 0.1970 0.0362 -0.1505
Rh 0.74504 1.26742 0.20626 1.2438 -0.7668 0.4803
C -1.16898 0.89330 -0.04659 -2.4474 0.5090 -0.1729
Si -2.18467 2.11624 0.98105 -0.3729 -0.9482 -0.3257
H -1.34732 0.98645 -1.13406 -0.0193 0.0002 0.2429
H -1.37290 -0.14448 0.27356 0.2004 0.3359 0.0336
C -3.85547 2.19146 0.11421 -0.2779 0.3115 0.0665
C -1.44363 3.80977 1.17986 0.0943 0.3526 -0.0936
C -2.41069 1.35162 2.67340 -0.1287 0.0665 0.2929
C 1.71370 0.18810 -1.25953 0.8643 -0.7702 -1.0533
Si 3.09064 -1.00510 -0.71053 -0.3677 0.2973 -0.5413
H 2.03600 0.94116 -2.01091 0.0825 -0.4585 0.3461
H 0.90033 -0.40711 -1.72859 0.2674 0.2154 0.2385
C 3.25221 -2.35323 -2.02229 0.1693 -0.0773 -0.1268
C 2.60638 -1.85627 0.88048 -0.1349 -0.1662 0.3344
C 4.76211 -0.19671 -0.50141 0.1452 0.1238 -0.0272
H -2.51164 0.26005 2.60603 -0.0199 0.1446 0.0434
H -3.31980 1.74814 3.14810 0.1962 -0.1067 -0.0355
H -1.55927 1.57551 3.32871 -0.2109 -0.0853 -0.1165
H -3.74255 2.42301 -0.95313 -0.0129 0.0011 0.1711
H -4.49766 2.96537 0.55683 0.0305 -0.1435 -0.1314
H -4.39507 1.23650 0.19329 0.1703 0.1418 0.0114
H -0.89963 4.11932 0.27838 -0.0853 0.0783 0.1474
H -0.74667 3.83273 2.02787 -0.0712 -0.0231 -0.1988
H -2.23643 4.54832 1.37574 0.2291 -0.1599 -0.0655
H 2.30367 -2.89577 0.69523 0.0840 0.1209 0.0866
H 1.77912 -1.33388 1.37736 0.2348 -0.1702 -0.0354
H 3.46020 -1.86775 1.57312 -0.2716 -0.0692 -0.0671
H 5.46128 -0.93846 -0.07917 -0.1885 0.2807 -0.1177
H 4.71926 0.66433 0.18161 0.0526 -0.1837 -0.1490
H 5.17041 0.13942 -1.46683 -0.1045 -0.0319 0.2892
H 4.18852 -2.90987 -1.86952 -0.2160 0.0507 -0.0822
H 3.27222 -1.93053 -3.03595 0.0318 -0.1013 0.1808
H 2.42822 -3.07755 -1.96682 0.1659 0.1218 -0.0146
S 3.82250 4.30238 1.53656 -0.5339 -0.2919 -0.5415
C 3.41747 4.67720 -0.14232 -0.3119 -0.2771 -0.3215
C 3.89455 5.71114 -0.93973 0.0099 0.1209 -0.2844
C 3.42733 5.82277 -2.25922 0.1802 -0.0924 0.5008
C 2.49750 4.90177 -2.76970 -0.0433 -0.1498 0.2505
C 1.99247 3.87484 -1.96839 0.2012 0.0756 0.1756
C 2.45891 3.76893 -0.65086 0.5908 0.3658 0.9363
N 2.06217 2.85163 0.32667 0.2027 1.1666 0.4952
C 2.65762 2.99894 1.51375 0.0669 0.5700 -1.5667
C 2.27887 2.10524 2.58107 0.2449 -0.3380 1.5013
C 2.81617 2.09978 3.89414 -0.3910 0.0555 -0.8002
C 2.31938 1.19046 4.82378 0.3267 0.3082 0.0171
C 1.31918 0.28361 4.47298 -0.7001 -0.3799 -0.6798
C 0.79487 0.26529 3.16104 0.7920 0.3723 1.3504
C 1.29442 1.17520 2.24770 -0.1645 -0.4146 -1.0178
H 4.61582 6.40813 -0.51519 -0.1503 -0.0399 -0.3128
H 3.79435 6.63820 -2.88941 -0.1412 -0.3561 0.2444
H 2.16436 4.99400 -3.80580 0.0734 -0.0186 0.3728
H 1.25497 3.15419 -2.33112 0.2276 0.2954 0.0569
H 3.60387 2.80636 4.13322 -0.0411 -0.0692 0.2651
H 2.71936 1.19214 5.83865 -0.1107 -0.0311 -0.2978
H 0.93578 -0.42682 5.21009 0.1977 0.2471 -0.1430
H 0.01945 -0.43533 2.85655 0.1277 0.0189 0.2296
```
Forces are in eV/Å.

The value obtained for the LUMO energy (spin up / spin down) is -2.29 / -3.52 eV. The HOMO energy (spin up / spin down) is -8.07 / -10.50 eV. Its multiplicity is 5. Its charge is +1. For the orbital gap (spin up / spin down), the calculation gives 5.78 / 6.98 eV.